55
Properties=species:S:1:pos:R:3 method="wB97M-V/def2-TZVPD" lumo_ev=-0.070 multiplicity=1 e_above_lowest_kj_mol=115.1 homo_energy_ev=-10.42
O 0.09 1.88 -2.04
C -0.81 1.25 -1.51
N -0.44 0.14 -0.64
C -1.37 -0.19 0.37
N -1.31 -1.43 0.90
O -2.38 0.44 0.75
C -2.23 1.63 -1.83
H 0.62 0.00 -0.52
H -0.54 -2.01 0.92
H -1.92 -1.53 1.65
H -2.96 1.14 -1.26
H -2.45 1.60 -2.95
H -2.42 2.61 -1.35
H 3.37 -1.24 -4.34
H 2.78 -1.23 -2.93
O 3.57 -0.94 -3.45
H 1.71 4.71 0.50
H 0.35 5.17 1.06
O 1.08 5.45 0.44
H 1.03 2.77 0.76
H 2.45 2.27 0.22
O 1.93 2.56 0.97
H 0.93 -2.56 -2.04
H 2.07 -2.49 -1.10
O 1.73 -2.17 -1.94
H 2.41 -1.87 2.63
H 0.91 -2.02 2.35
O 1.76 -2.24 2.11
H 1.47 1.05 2.21
H 1.66 1.01 3.71
O 1.04 0.77 3.11
H -2.20 -3.25 -1.15
H -1.78 -4.27 -2.15
O -1.48 -3.87 -1.31
H 1.70 -3.10 0.63
H 2.92 -4.17 0.32
O 2.04 -3.81 0.02
H -1.58 3.46 0.49
H -1.07 2.83 1.93
O -0.88 3.27 1.05
H 3.36 1.77 -2.15
H 3.99 0.34 -2.45
O 3.75 1.05 -1.72
H 2.81 -0.78 -0.98
H 2.86 0.28 0.10
O 2.36 -0.50 -0.15
H -4.22 0.27 0.75
H -5.29 -0.70 0.22
O -4.93 -0.39 1.06
H -4.65 -2.98 0.03
H -3.63 -1.87 -0.21
O -4.14 -2.49 -0.61
H -2.00 1.10 2.95
H -0.57 1.45 3.34
O -1.49 1.82 3.23


142
Properties=species:S:1:pos:R:3 method="wB97M-V/def2-TZVPD" lumo_ev=-2.935 multiplicity=1 charge=+1 homo_energy_ev=-9.59
C -3.68 1.29 4.73
C -3.58 0.48 3.55
C -3.40 -0.31 2.09
P -5.18 -0.47 1.42
N -5.94 1.14 1.79
O -5.29 -0.60 -0.30
N -2.43 0.49 1.29
C -2.93 1.69 0.54
C -3.18 3.06 1.44
C -1.83 3.66 2.16
C -1.58 -0.31 0.29
C -0.90 -1.51 1.18
C 0.53 -2.09 0.61
C 0.86 -3.63 1.14
C 2.46 -3.99 1.06
C 3.29 -3.64 2.46
C 4.10 -2.21 2.18
C 5.60 -2.18 2.88
C 5.72 -0.76 3.71
C 5.52 0.57 2.77
C 4.06 1.31 3.03
C 4.08 2.91 2.69
N -1.95 -2.49 1.53
C -2.71 -3.14 0.44
C -1.98 -3.42 -0.99
N -3.10 -3.70 -2.01
C -2.89 -1.82 2.57
P -2.08 -1.80 4.34
O -1.22 -3.13 4.62
P -4.49 -2.88 2.88
C -3.84 -4.62 3.46
C -5.48 -2.25 4.38
H -4.03 2.20 5.42
H -6.48 1.45 0.94
H -6.67 0.98 2.52
H -5.97 0.04 -0.66
H -1.72 0.87 1.99
H -2.05 2.00 -0.21
H -3.87 1.55 -0.13
H -4.04 2.95 2.24
H -3.57 3.88 0.67
H -0.87 2.99 1.96
H -2.07 3.69 3.33
H -1.55 4.75 1.82
H -0.66 0.34 -0.12
H -2.17 -0.65 -0.65
H -0.53 -0.93 2.16
H 0.60 -2.08 -0.58
H 1.46 -1.44 0.97
H 0.30 -4.42 0.47
H 0.43 -3.74 2.25
H 2.91 -3.48 0.11
H 2.57 -5.16 0.89
H 4.05 -4.51 2.69
H 2.49 -3.47 3.29
H 3.40 -1.37 2.60
H 4.25 -2.02 1.03
H 6.41 -2.15 2.00
H 5.79 -3.09 3.61
H 4.87 -0.77 4.54
H 6.77 -0.71 4.25
H 5.52 0.27 1.62
H 6.38 1.34 2.99
H 3.23 0.81 2.36
H 3.76 1.17 4.17
H 3.60 3.51 3.59
H 3.39 3.09 1.73
H 5.16 3.33 2.43
H -3.75 -2.63 0.14
H -3.02 -4.23 0.83
H -1.30 -4.41 -1.01
H -1.36 -2.52 -1.42
H -3.29 -2.76 -2.47
H -2.76 -4.40 -2.73
H -3.01 -1.52 5.40
H -1.09 -0.73 4.28
H -4.54 -5.45 2.97
H -3.95 -4.77 4.63
H -2.70 -4.77 3.21
H -5.73 -1.10 4.37
H -6.53 -2.81 4.37
H -4.93 -2.61 5.36
C -4.48 -2.76 -5.73
C -4.28 -3.75 -6.88
C -4.64 -5.18 -6.50
C -3.74 -5.64 -5.36
N -3.00 -6.03 -4.41
H -3.82 -2.99 -4.89
H -4.25 -1.74 -6.06
H -5.52 -2.77 -5.38
H -3.24 -3.69 -7.22
H -4.91 -3.44 -7.73
H -4.49 -5.85 -7.36
H -5.68 -5.25 -6.19
C -1.80 4.09 -3.14
C -2.79 4.24 -4.29
C -4.19 4.64 -3.83
C -4.75 3.57 -2.90
N -5.21 2.68 -2.13
H -2.10 3.29 -2.45
H -0.81 3.84 -3.52
H -1.72 5.02 -2.56
H -2.83 3.30 -4.84
H -2.41 5.00 -4.98
H -4.86 4.74 -4.69
H -4.17 5.59 -3.29
C -0.53 7.29 -7.73
C -1.51 7.44 -8.88
C -2.92 7.83 -8.42
C -3.47 6.76 -7.49
N -3.93 5.87 -6.73
H -0.82 6.49 -7.04
H 0.47 7.03 -8.11
H -0.45 8.22 -7.16
H -1.56 6.49 -9.44
H -1.14 8.20 -9.57
H -3.58 7.94 -9.28
H -2.89 8.79 -7.89
C 5.98 -3.86 -3.09
C 6.31 -2.38 -3.21
C 5.70 -1.54 -2.09
C 4.19 -1.67 -2.11
N 2.93 -1.77 -2.13
H 4.91 -4.05 -3.16
H 6.46 -4.42 -3.90
H 6.34 -4.26 -2.14
H 5.95 -2.01 -4.18
H 7.40 -2.25 -3.21
H 5.97 -0.49 -2.21
H 6.08 -1.87 -1.11
C 6.49 1.35 6.97
C 7.65 1.32 7.95
C 8.83 2.18 7.51
C 9.36 1.68 6.17
N 9.80 1.26 5.07
H 6.77 0.95 5.99
H 5.65 0.75 7.34
H 6.12 2.38 6.82
H 7.98 0.28 8.08
H 7.30 1.67 8.93
H 9.63 2.14 8.25
H 8.53 3.23 7.40


13
Properties=species:S:1:pos:R:3 method="wB97M-V/def2-TZVPD" lumo_ev=0.943 multiplicity=1 e_above_lowest_kj_mol=283.1 homo_energy_ev=-9.50
O 2.06 -0.64 0.66
C 0.67 -0.47 0.63
C 0.29 0.99 0.31
O 0.64 0.70 -1.08
C 0.02 -0.58 -0.77
C -1.42 -0.17 -0.49
C -1.24 0.93 0.25
H 2.31 -1.34 0.05
H 0.13 -0.97 1.45
H 0.81 1.83 0.77
H 0.24 -1.40 -1.46
H -2.33 -0.58 -0.91
H -1.94 1.65 0.63


18
Properties=species:S:1:pos:R:3 method="wB97M-V/def2-TZVPD" lumo_ev="0.553 / -2.654" multiplicity=3 e_above_lowest_kj_mol=410.2 homo_energy_ev="-5.14 / -9.12"
C -1.77 1.88 -1.59
C -0.71 1.35 0.56
C -2.22 2.10 -2.71
C 1.22 0.01 1.38
C 0.32 -0.28 -0.98
N -1.49 1.92 -0.29
N 0.32 0.51 0.32
O -4.37 1.15 -3.61
O -2.22 0.29 -4.63
S -2.90 1.57 -4.31
H -0.82 1.74 1.60
H 1.19 0.78 2.21
H 0.95 -0.99 1.73
H 2.15 0.00 0.80
H 1.03 0.24 -1.69
H 0.57 -1.33 -0.70
H -0.69 -0.13 -1.42
H -4.65 1.89 -2.97


10
Properties=species:S:1:pos:R:3 method="wB97M-V/def2-TZVPD" smiles="CC(=O)CF" lumo_ev=0.734 multiplicity=1 e_above_lowest_kj_mol=67.1 homo_energy_ev=-10.18
C -1.04 0.31 1.12
C -0.48 0.21 -0.24
O -1.22 0.47 -1.23
C 0.86 -0.15 -0.42
F 1.62 -0.79 0.52
H -2.11 0.36 1.08
H -0.48 1.19 1.39
H -0.73 -0.48 1.81
H 1.40 0.71 -0.51
H 0.96 -0.66 -1.39


12
Properties=species:S:1:pos:R:3 method="wB97M-V/def2-TZVPD" smiles="N#C[C@H]1CN=CN1" lumo_ev=0.410 multiplicity=1 e_above_lowest_kj_mol=199.3 homo_energy_ev=-9.79
N 1.78 -1.28 1.51
C 1.44 -0.43 0.79
C 0.64 -0.01 -0.55
C -0.61 -0.92 -0.52
N -1.50 -0.22 0.40
C -1.03 0.96 0.52
N 0.06 1.27 -0.32
H 1.28 -0.05 -1.44
H -1.12 -1.15 -1.47
H -0.26 -1.85 -0.08
H -1.39 1.70 1.23
H 0.72 1.98 -0.06


72
Properties=species:S:1:pos:R:3 method="wB97M-V/def2-TZVPD" lumo_ev="-8.753 / -10.251" multiplicity=2 e_above_lowest_kj_mol=17.7 charge=+3 homo_energy_ev="-15.37 / -15.37"
Yb -1.64 3.18 -1.05
P -1.66 -2.28 1.03
P 1.00 -1.41 2.40
P 2.01 -1.65 -1.63
H -1.42 5.03 -3.04
C -1.59 4.15 -3.70
C -2.53 3.20 -3.46
H -3.43 3.35 -2.79
C -3.17 -1.52 1.84
C -1.54 -3.86 1.99
C -2.26 -2.99 -0.56
C 2.54 -0.46 2.26
C 0.34 -0.66 3.95
C 1.65 -3.05 2.94
C 1.43 -1.96 -3.31
C 1.74 -3.22 -0.81
C 3.76 -1.37 -1.62
H -1.22 4.38 -4.70
H -2.77 2.54 -4.32
H -3.43 -0.62 1.24
H -2.85 -1.17 2.84
H -4.01 -2.25 1.92
H -1.27 -3.64 3.04
H -0.79 -4.48 1.49
H -2.54 -4.32 1.94
H -2.24 -2.21 -1.34
H -3.29 -3.37 -0.45
H -1.58 -3.83 -0.81
H 3.22 -0.74 3.07
H 2.32 0.62 2.34
H 3.02 -0.63 1.29
H 1.11 -0.72 4.73
H -0.56 -1.20 4.29
H 0.09 0.39 3.75
H 2.68 -2.92 3.27
H 1.60 -3.74 2.08
H 1.05 -3.43 3.78
H 1.96 -2.88 -3.60
H 1.67 -1.15 -4.01
H 0.35 -2.16 -3.29
H 1.74 -3.95 -1.63
H 0.79 -3.38 -0.30
H 2.53 -3.50 -0.10
H 4.13 -1.96 -2.48
H 4.18 -1.67 -0.64
H 3.98 -0.31 -1.82
C 0.23 1.26 -2.28
C 1.23 2.29 -2.47
C 1.80 2.58 -3.70
C 1.34 2.02 -4.88
C 0.30 1.08 -4.77
C -0.27 0.72 -3.54
O -0.37 1.07 -1.15
H 1.23 -0.73 -0.94
H 1.51 2.82 -1.58
H 2.56 3.33 -3.79
H 1.75 2.25 -5.89
H -0.09 0.65 -5.71
H -1.21 0.14 -3.51
C -0.43 3.67 3.21
C -1.72 3.14 3.85
C -2.25 2.09 2.87
O -1.49 2.30 1.59
C -0.24 2.93 1.88
H -0.53 4.75 3.04
H 0.39 3.53 3.93
H -2.44 3.95 3.92
H -1.55 2.76 4.86
H -2.11 1.06 3.31
H -3.33 2.24 2.65
H -0.04 3.68 1.09
H 0.62 2.23 1.97


29
Properties=species:S:1:pos:R:3 method="wB97M-V/def2-TZVPD" lumo_ev=2.831 multiplicity=1 charge=-1 homo_energy_ev=-4.37
C -1.15 1.32 0.10
C -0.14 2.31 -0.16
C 0.82 2.25 0.91
H -0.10 3.03 -0.98
C 0.42 1.20 1.80
C -0.80 0.65 1.31
H -1.40 -0.08 1.85
H -2.06 1.14 -0.48
H 1.64 2.94 1.09
H 0.92 0.95 2.74
Sc 1.62 0.63 -0.75
Cl 0.20 -0.40 -2.24
C 3.39 0.18 -2.05
C 3.93 0.49 -0.76
C 3.66 1.86 -0.49
H 4.52 -0.18 -0.13
C 2.97 2.41 -1.59
C 2.80 1.39 -2.58
H 2.25 1.49 -3.52
H 3.40 -0.80 -2.52
H 4.00 2.38 0.41
H 2.71 3.47 -1.72
F 1.60 -3.87 1.48
C 1.43 -2.54 1.44
F 0.36 -2.27 0.62
F 1.10 -2.11 2.69
C 2.68 -1.76 0.98
O 3.76 -2.33 0.92
O 2.39 -0.53 0.69


4
Properties=species:S:1:pos:R:3 method="wB97M-V/def2-TZVPD" lumo_ev=-6.287 multiplicity=1 e_above_lowest_kj_mol=55.1 charge=+1 homo_energy_ev=-24.12
O -0.09 -0.33 -0.20
H 0.90 0.09 -0.01
H -0.34 -0.28 0.79
H -0.47 0.52 -0.59


36
Properties=species:S:1:pos:R:3 method="wB97M-V/def2-TZVPD" smiles=O.O.O.O.O.O.O.O.O.O.O.O lumo_ev=0.074 multiplicity=1 e_above_lowest_kj_mol=482.1 homo_energy_ev=-9.04
O -0.83 -0.15 0.64
H -0.07 -0.40 1.19
H -0.46 0.44 -0.02
O 2.17 -0.87 -2.90
H 2.24 -1.53 -2.20
H 2.84 -1.12 -3.54
O -4.55 2.95 -0.65
H -4.45 2.35 0.10
H -3.83 3.58 -0.54
O -1.60 0.70 3.68
H -0.71 0.42 3.46
H -1.90 0.05 4.33
O -4.52 -0.70 -0.81
H -5.10 -0.34 -0.13
H -4.27 0.08 -1.33
O 1.79 0.88 3.68
H 1.64 1.72 4.13
H 1.27 0.95 2.87
O 0.25 3.93 -2.11
H 1.11 4.32 -1.93
H -0.18 4.56 -2.69
O -2.16 -3.85 -2.12
H -3.01 -3.46 -1.91
H -1.58 -3.08 -2.25
O -2.11 -2.44 0.26
H -2.20 -2.39 1.22
H -3.02 -2.34 -0.07
O 4.22 1.15 -1.60
H 4.67 1.97 -1.85
H 3.28 1.37 -1.67
O 2.95 -3.15 1.03
H 3.75 -2.74 1.37
H 2.36 -3.19 1.80
O 3.77 0.39 0.09
H 4.20 0.22 0.93
H 4.05 -0.33 -0.48


47
Properties=species:S:1:pos:R:3 method="wB97M-V/def2-TZVPD" lumo_ev=-10.440 multiplicity=1 charge=+2 homo_energy_ev=-15.47
C -0.65 0.03 -2.85
I -2.88 -0.06 -1.29
H 0.46 0.04 -2.76
H -0.97 0.92 -3.40
H -0.94 -0.85 -3.43
Sc -0.13 0.00 -0.69
P 0.02 2.65 -0.49
C -1.56 3.56 -0.31
C 1.02 3.41 0.84
H 1.04 4.50 0.70
H 0.82 4.52 -1.81
H 2.03 3.00 0.79
H 1.76 3.02 -2.12
H -2.01 3.31 0.66
H 0.57 3.16 1.81
C 0.75 3.43 -1.97
H -1.37 4.64 -0.36
H 0.14 3.20 -2.85
H -2.25 3.25 -1.10
P 0.05 -2.62 -0.11
C -1.51 -3.50 0.27
C 0.79 -3.65 -1.42
H 2.08 -2.72 1.21
H 1.11 -4.23 1.38
H 0.63 -2.73 2.25
C 1.07 -3.13 1.33
H 1.77 -3.25 -1.67
H 0.89 -4.69 -1.07
H -1.31 -4.57 0.41
H -2.22 -3.35 -0.55
H 0.15 -3.61 -2.31
H -1.95 -3.08 1.18
Cl 2.25 -0.07 -0.90
C -0.87 0.13 5.84
C -0.69 0.10 4.36
C 0.57 0.30 3.79
C 0.72 0.26 2.40
N -0.35 0.09 1.57
C -1.57 -0.11 2.12
C -1.78 -0.10 3.50
H -0.26 -0.62 6.35
H -0.59 1.09 6.29
H -1.91 -0.06 6.08
H 1.45 0.46 4.41
H 1.69 0.39 1.91
H -2.40 -0.25 1.42
H -2.79 -0.29 3.85


12
Properties=species:S:1:pos:R:3 method="wB97M-V/def2-TZVPD" smiles="NC(=O)N([SiH3])S" lumo_ev=-0.815 multiplicity=1 e_above_lowest_kj_mol=212.3 homo_energy_ev=-9.62
N 0.88 -1.95 -0.50
C -0.22 -1.18 -0.35
O -1.33 -1.63 -0.37
N 0.06 0.23 -0.34
Si -1.11 1.45 0.05
S 1.84 0.44 0.67
H 1.87 -1.56 -0.51
H 0.77 -2.95 -0.73
H -1.73 1.55 1.46
H -0.16 2.58 0.34
H -2.11 1.55 -1.00
H 1.24 1.47 1.27


What is the multiplicity in the eleventh record? 1


Copy entry 10 word for word.
36
Properties=species:S:1:pos:R:3 method="wB97M-V/def2-TZVPD" smiles=O.O.O.O.O.O.O.O.O.O.O.O lumo_ev=0.074 multiplicity=1 e_above_lowest_kj_mol=482.1 homo_energy_ev=-9.04
O -0.83 -0.15 0.64
H -0.07 -0.40 1.19
H -0.46 0.44 -0.02
O 2.17 -0.87 -2.90
H 2.24 -1.53 -2.20
H 2.84 -1.12 -3.54
O -4.55 2.95 -0.65
H -4.45 2.35 0.10
H -3.83 3.58 -0.54
O -1.60 0.70 3.68
H -0.71 0.42 3.46
H -1.90 0.05 4.33
O -4.52 -0.70 -0.81
H -5.10 -0.34 -0.13
H -4.27 0.08 -1.33
O 1.79 0.88 3.68
H 1.64 1.72 4.13
H 1.27 0.95 2.87
O 0.25 3.93 -2.11
H 1.11 4.32 -1.93
H -0.18 4.56 -2.69
O -2.16 -3.85 -2.12
H -3.01 -3.46 -1.91
H -1.58 -3.08 -2.25
O -2.11 -2.44 0.26
H -2.20 -2.39 1.22
H -3.02 -2.34 -0.07
O 4.22 1.15 -1.60
H 4.67 1.97 -1.85
H 3.28 1.37 -1.67
O 2.95 -3.15 1.03
H 3.75 -2.74 1.37
H 2.36 -3.19 1.80
O 3.77 0.39 0.09
H 4.20 0.22 0.93
H 4.05 -0.33 -0.48


Among the records above, which one has the highest multiplicity? C5H8N2O2S